[1]
Computed, not measured: a molecular structure, C3H7FO2 at a distorted geometry, with wB97M-V/def2-TZVPD.

Summary:
- 2S+1 = 1
- LUMO level (eV) = -0.09
- highest occupied orbital energy (eV) = -9.95
- F_max (eV/Å) = 6.485
- ΔE to the lowest compared entry with this formula, charge and spin (kcal/mol) = 78.6
- electronic energy (eV) = -10032.9096
- net charge = 0

Last column: natural (NBO) charge in e.
CARTESIAN COORDINATES (ANGSTROEM)
C -1.360 -0.306 0.653  -0.152
C 0.102 0.200 0.538  0.053
C 1.080 -0.828 -0.178  0.006
H -2.849 -1.015 -0.525  0.498
H -1.153 -1.355 0.818  0.170
H -1.825 -0.003 1.673  0.205
H 0.437 0.389 1.598  0.171
H -1.148 1.360 -0.482  0.486
H 0.648 -0.746 -1.223  0.187
H 1.284 -1.808 0.256  0.180
O -1.938 -0.237 -0.712  -0.730
O 0.074 1.446 -0.142  -0.699
F 2.288 -0.099 -0.151  -0.373

=====

[2]
Computed, not measured: a molecular structure, C3H7IN2Si at a distorted geometry, with wB97M-V/def2-TZVPD.

Summary:
- 2S+1 = 3
- LUMO level (alpha / beta) (eV) = 0.78 / -2.33
- highest occupied orbital energy (alpha / beta) (eV) = -5.72 / -9.21
- F_max (eV/Å) = 3.078
- ΔE to the lowest compared entry with this formula, charge and spin (kcal/mol) = 5.6
- electronic energy (eV) = -22180.2858
- net charge = 0

Last column: natural (NBO) charge in e.
CARTESIAN COORDINATES (ANGSTROEM)
C -1.957 -0.548 0.367  0.155
C -1.256 -0.121 1.622  -0.308
C 2.277 -0.455 -1.717  -0.534
N -1.421 -0.346 -0.754  -0.852
N -0.019 0.460 1.182  -1.063
Si 0.113 0.456 -0.527  1.331
I 0.097 2.763 -1.420  -0.258
H -2.931 -1.015 0.438  0.174
H -1.884 0.614 2.148  0.211
H -1.112 -0.978 2.293  0.209
H 2.789 -1.051 -0.983  0.170
H 1.904 -1.015 -2.554  0.177
H 2.776 0.459 -1.979  0.178
H 0.624 0.775 1.883  0.410

=====

[3]
Computed, not measured: 2 unconnected molecules or ions with the total composition C3H7INO at a distorted geometry, with wB97M-V/def2-TZVPD.

Summary:
- 2S+1 = 1
- LUMO level (eV) = -4.50
- highest occupied orbital energy (eV) = -14.27
- F_max (eV/Å) = 3.796
- ΔE to the lowest compared entry with this formula, charge and spin (kcal/mol) = 61.5
- electronic energy (eV) = -14852.7295
- net charge = +1

Last column: natural (NBO) charge in e.
CARTESIAN COORDINATES (ANGSTROEM)
C -2.038 -0.759 1.101  0.060
C 2.117 -0.027 -0.362  -0.254
C -0.066 0.979 -0.801  0.256
N -1.098 0.054 0.911  -0.603
O 1.048 0.971 -0.248  -0.449
I -0.488 -0.428 -2.324  0.244
H -2.310 -1.531 0.311  0.199
H -2.449 -1.010 2.048  0.196
H 2.711 0.278 -1.268  0.244
H 1.563 -0.941 -0.682  0.211
H -0.819 1.862 -0.948  0.278
H 2.481 -0.015 0.617  0.234
H -0.654 0.566 1.646  0.384

=====

[4]
Computed, not measured: a gas-phase ion, C3H7INO (charge +1) at a distorted geometry, with wB97M-V/def2-TZVPD.

Summary:
- 2S+1 = 1
- LUMO level (eV) = -4.03
- highest occupied orbital energy (eV) = -13.87
- F_max (eV/Å) = 5.629
- ΔE to the lowest compared entry with this formula, charge and spin (kcal/mol) = 66.3
- electronic energy (eV) = -14852.5218
- net charge = +1

Last column: natural (NBO) charge in e.
CARTESIAN COORDINATES (ANGSTROEM)
C -0.998 1.494 -0.008  -0.110
C 0.327 1.225 -0.470  0.057
C 1.172 -0.052 0.429  -0.249
N 0.483 -1.363 0.071  -0.704
O 0.095 2.254 0.346  -0.438
I 3.258 0.173 -0.025  0.244
H -1.667 1.995 -0.694  0.225
H -1.274 0.860 0.674  0.165
H 0.861 1.632 -1.333  0.238
H 1.046 0.122 1.431  0.218
H -0.471 -1.186 -0.108  0.442
H 0.893 -1.732 -0.749  0.444
H 0.686 -2.110 0.889  0.470

=====

[5]
Computed, not measured: a molecular structure, C3H7INO2S at a distorted geometry, with wB97M-V/def2-TZVPD.

Summary:
- 2S+1 = 1
- LUMO level (eV) = -6.42
- highest occupied orbital energy (eV) = -14.13
- F_max (eV/Å) = 6.251
- ΔE to the lowest compared entry with this formula, charge and spin (kcal/mol) = 35.5
- electronic energy (eV) = -27733.7146
- net charge = +1

Last column: natural (NBO) charge in e.
CARTESIAN COORDINATES (ANGSTROEM)
C 0.502 0.150 -1.527  0.060
C -1.082 0.314 1.591  -0.663
C -0.508 1.284 0.448  0.220
N 0.360 0.463 -0.289  -0.401
O 2.443 2.024 -0.653  -0.825
O 0.314 2.133 1.075  -0.710
S 2.337 1.144 0.426  1.326
I 4.001 -0.684 -0.165  0.038
H 1.093 -0.532 -2.085  0.253
H -0.326 0.705 -2.134  0.197
H -2.038 -0.356 1.689  0.282
H -0.214 -0.463 1.921  0.236
H -1.253 1.114 2.349  0.251
H 0.809 2.876 0.727  0.528
H -1.161 1.826 -0.197  0.209

=====

[6]
Computed, not measured: 2 unconnected molecules or ions with the total composition C3H7IS2 at a distorted geometry, with wB97M-V/def2-TZVPD.

Summary:
- 2S+1 = 1
- LUMO level (eV) = -1.01
- highest occupied orbital energy (eV) = -9.05
- F_max (eV/Å) = 3.154
- ΔE to the lowest compared entry with this formula, charge and spin (kcal/mol) = 14.6
- electronic energy (eV) = -32993.8815
- net charge = 0

Last column: natural (NBO) charge in e.
CARTESIAN COORDINATES (ANGSTROEM)
C -0.303 1.663 -1.167  -0.383
C -0.152 0.497 0.910  -0.512
C -0.990 0.973 -0.298  -0.205
S -0.942 -0.898 1.927  -0.069
S 1.082 -2.468 -0.318  -0.194
I 3.143 -1.414 -1.058  0.068
H -0.582 1.758 -2.220  0.202
H 1.263 -3.661 -0.785  0.133
H 0.692 2.006 -1.003  0.193
H 0.850 -0.038 0.507  0.227
H -0.083 1.280 1.626  0.224
H -1.962 0.539 -0.326  0.213
H -2.017 -0.236 2.204  0.104

=====

[7]
Computed, not measured: a molecular structure, C3H7K3N2O7 at a distorted geometry, with wB97M-V/def2-TZVPD.

Summary:
- 2S+1 = 1
- LUMO level (eV) = -7.29
- highest occupied orbital energy (eV) = -16.96
- F_max (eV/Å) = 17.490
- ΔE to the lowest compared entry with this formula, charge and spin (kcal/mol) = 354.6
- electronic energy (eV) = -69480.7170
- net charge = +2

Last column: Mulliken charge in e.
CARTESIAN COORDINATES (ANGSTROEM)
K 6.949 -13.386 -14.542  1.069
K 4.031 -16.725 -17.172  1.078
K 6.662 -16.614 -15.428  1.011
O 4.616 -13.402 -15.365  -0.828
C 5.154 -14.593 -15.577  2.161
O 6.111 -14.965 -14.882  -1.559
O 4.660 -15.303 -16.445  -0.949
H 4.090 -13.572 -16.150  -0.894
C 5.809 -12.474 -16.998  -0.494
N 5.631 -11.168 -17.721  0.930
O 6.382 -11.136 -18.621  -0.501
O 4.669 -10.445 -17.421  -0.521
H 5.576 -12.199 -15.969  0.325
H 6.787 -12.941 -17.116  0.359
H 5.054 -13.248 -17.139  0.484
C 2.406 -13.418 -16.120  -0.897
N 2.575 -13.801 -14.752  1.029
O 2.481 -13.022 -13.848  -0.471
O 2.718 -15.021 -14.564  -0.630
H 3.220 -13.808 -16.731  0.583
H 2.386 -12.328 -16.093  0.334
H 1.460 -13.666 -16.602  0.380

=====

[8]
Computed, not measured: a molecular structure, C3H7MgO3Tl at a distorted geometry, with wB97M-V/def2-TZVPD.

Summary:
- 2S+1 = 2
- LUMO level (alpha / beta) (eV) = -5.57 / -5.88
- highest occupied orbital energy (alpha / beta) (eV) = -13.26 / -13.03
- F_max (eV/Å) = 7.303
- ΔE to the lowest compared entry with this formula, charge and spin (kcal/mol) = 29.2
- electronic energy (eV) = -19492.7350
- net charge = +1

Last column: Mulliken charge in e.
CARTESIAN COORDINATES (ANGSTROEM)
O -1.155 2.156 0.336  -0.537
C -1.959 1.094 -0.053  -0.388
C -1.324 -0.247 0.298  -0.397
O 0.045 -0.191 -0.138  -0.233
C 0.773 -1.375 -0.083  -0.592
Tl 0.683 1.783 0.122  0.417
H -2.153 1.107 -1.146  0.267
H -2.952 1.117 0.437  0.341
H -1.829 -1.083 -0.206  0.438
H -1.318 -0.417 1.386  0.306
H 2.521 -1.147 -0.395  0.295
H 0.260 -2.207 -0.576  0.351
Mg 3.605 1.434 -0.378  0.976
O 3.724 -0.431 -0.549  -0.650
H 1.077 -1.593 0.946  0.405

=====

[9]
Computed, not measured: C3H7N in the gas phase at a distorted geometry, with wB97M-V/def2-TZVPD.

Summary:
- 2S+1 = 1
- LUMO level (eV) = 1.22
- highest occupied orbital energy (eV) = -8.50
- F_max (eV/Å) = 2.956
- ΔE to the lowest compared entry with this formula, charge and spin (kcal/mol) = 36.0
- electronic energy (eV) = -4712.5978
- net charge = 0

Last column: natural (NBO) charge in e.
CARTESIAN COORDINATES (ANGSTROEM)
C -0.780 -0.623 -0.504  -0.428
C -0.429 -0.159 0.994  -0.224
C 0.445 0.250 -0.934  -0.212
H -1.784 -0.432 -0.789  0.211
H -0.643 -1.774 -0.697  0.207
H 0.006 -1.028 1.713  0.182
H -1.124 0.468 1.626  0.191
H 0.971 1.510 0.705  0.359
H 0.225 1.210 -1.408  0.182
H 1.232 -0.387 -1.546  0.177
N 0.815 0.518 0.438  -0.645